No. 1
Molecular formula: C70H179N13O22
Method: DFT, ωB97M-V with the def2-TZVPD basis set

Calculated values
E_tot = -5140.64761 hartree
frontier orbital gap = 0.307 Eh
energy above the lowest of the compared OMol25 structures with the same formula, charge and spin = 243.8 kcal per mole
spin multiplicity = 1
HOMO energy = -8.13 eV

```
284
Properties=species:S:1:pos:R:3:lowdin_charge:R:1
O 4.51992 -3.24050 3.46717 -0.1766
O -7.60264 -6.39808 0.82634 -0.2087
O -2.75072 4.43784 2.44728 -0.2319
O -1.07645 -0.69168 3.79817 -0.1539
O 2.45060 1.82247 -0.23012 -0.1956
O -5.69112 2.52211 0.70438 -0.1926
O -1.54049 -2.07269 -0.60493 -0.1653
O -0.87627 1.62571 10.05187 -0.1926
O 8.94074 -5.92595 -2.64735 -0.2201
O -4.09110 1.39626 -6.46231 -0.2010
O -3.32629 -3.65780 -6.39345 -0.1838
O 0.98235 -6.38261 -1.02181 -0.2103
O 6.57548 2.30921 1.60929 -0.1956
O 3.55176 -3.21239 -3.95038 -0.1767
O -0.34433 6.12156 9.41991 -0.2108
O 5.83780 7.09331 -6.01544 -0.2133
O 3.12846 5.01126 2.98402 -0.1651
O 5.01837 2.39701 -5.38241 -0.1866
O -3.36342 -5.93680 1.81133 -0.1788
O -7.11203 -8.05535 -9.19191 -0.1859
O 4.88414 1.92847 7.60162 -0.2146
O -3.30484 5.67261 -4.16490 -0.1709
N 5.86096 3.60141 4.54583 0.0448
N -1.41932 5.73741 5.81977 -0.0774
N -4.46068 -5.59182 -8.62519 -0.0564
N -5.40921 3.18133 3.30029 0.0357
N -1.12197 6.79131 -1.37445 0.0296
N -0.81305 0.81897 6.38386 -0.0440
N 3.25994 3.55494 5.75979 -0.0707
N -5.18417 -5.86043 -0.61469 -0.0534
N -0.80537 0.80513 -0.14537 -0.0292
N 4.67044 4.97914 -4.06190 -0.0654
N 5.85746 -5.33326 -3.52818 -0.0492
N -2.48517 1.23268 -4.08188 0.0610
N 2.50079 -4.52694 1.93738 -0.0863
C -0.41574 1.22742 8.80461 -0.2302
C 2.39064 -4.19658 3.34939 -0.1866
C 9.12935 -7.24642 -2.06550 -0.0932
C -1.69123 1.12271 5.24117 -0.1964
C 1.53692 -5.42027 1.33285 -0.1994
C -4.35895 -3.41125 -7.42242 -0.1790
C -4.95435 2.56594 -0.54157 -0.0729
C -1.89939 4.79756 4.80461 -0.1967
C 3.60148 -4.40382 -3.22805 -0.2702
C -7.34426 -7.13856 2.06417 -0.0758
C -4.55869 1.42446 -7.78169 -0.1225
C -1.40609 6.12307 -2.68572 -0.3892
C -1.86533 3.66931 1.66196 -0.0954
C 2.48290 1.09467 1.02133 -0.0806
C -6.69819 -9.05657 -10.07940 -0.1121
C 3.84020 2.72996 -4.68091 -0.2459
C 3.16899 -2.94018 3.66303 -0.2420
C 1.13605 2.39979 -0.53471 -0.1842
C -1.46881 1.19080 7.66857 -0.1939
C -3.30183 0.09413 -4.54908 -0.3984
C -1.23735 0.69155 3.83111 -0.2282
C 1.88636 -5.67845 -0.18901 -0.2200
C 5.24118 -2.04654 3.30570 -0.1222
C 2.71250 2.46695 6.53358 -0.2120
C 0.79088 -7.82474 -0.80507 -0.0649
C 2.25543 4.41670 5.14271 -0.1554
C -2.72137 5.48174 -2.87160 -0.2037
C 8.30750 -5.75659 -3.99853 -0.1468
C -7.06176 5.01045 3.29050 -0.0319
C -5.74340 -7.19605 -0.62484 -0.2215
C 4.64282 7.13175 -5.28052 -0.2186
C -3.15536 -6.56615 0.50715 -0.1784
C 6.21139 1.77120 2.93180 -0.1583
C 7.59991 1.97425 5.19081 -0.0604
C 5.57921 0.96552 8.53474 -0.0397
C 6.81974 -6.25520 -4.30770 -0.1471
C 6.91836 2.67201 3.99925 -0.3668
C -3.48137 0.12033 -6.15309 -0.1421
C -0.21489 5.10637 -2.82445 -0.0505
C -4.62684 0.16765 -3.81498 -0.0530
C -6.23364 3.76507 1.14797 -0.2110
C 4.44738 -5.43832 -3.88963 -0.2378
C -0.48974 6.41682 8.02860 -0.2180
C -1.07191 -1.18630 2.51446 -0.1253
C -1.11641 5.24257 7.18517 -0.1837
C 3.62548 1.42463 7.12204 -0.2354
C 4.85846 1.42023 -6.37080 -0.1087
C 3.21595 4.73945 1.57463 -0.0909
C -1.14037 -3.22268 -1.30538 -0.1002
C 4.06421 5.69544 -5.12585 -0.2074
C -6.46887 -6.83576 -9.35363 -0.2370
C -3.74861 -5.86215 -0.73311 -0.2074
C 2.21786 4.11015 3.61821 -0.2066
C -6.58183 3.67861 2.64940 -0.4370
C -2.05849 0.26837 -0.74082 -0.1804
C -1.93947 0.86471 10.62519 -0.0918
C -2.36166 5.42447 3.44576 -0.1580
C 3.96182 3.80474 -3.59611 -0.1902
C 0.75775 5.08922 9.66037 -0.0199
C 6.64715 8.27916 -5.91721 -0.0882
C -5.11800 -4.63054 -7.84112 -0.2800
C -2.57429 -4.84789 2.09128 -0.1248
C -4.31424 4.74827 -4.53811 -0.1061
C 3.02393 -2.09965 -3.23621 -0.0896
C -5.18157 -6.93732 -8.51674 -0.1643
C -7.24287 -7.04050 -0.41616 -0.2022
C 6.87067 1.32924 0.61685 -0.1107
C -3.86917 -3.64992 -5.10921 -0.1370
C 0.05685 1.48253 -1.14427 -0.1922
C -1.81367 -1.03977 -1.51956 -0.2169
H -4.89275 1.48642 -0.67922 0.0738
H 0.72512 3.03859 0.24707 0.1013
H 2.26703 4.81470 1.04358 0.0702
H 3.11736 -2.75513 4.73597 0.1219
H 1.47813 -6.33179 1.92765 0.1067
H -4.06977 3.97622 -5.26767 0.0733
H 8.30308 -4.67268 -4.11348 0.1067
H 2.97148 2.89949 -5.31706 0.1156
H -1.88229 -3.51901 -2.04690 0.0790
H 4.76683 7.64676 -4.32790 0.1196
H -0.53663 2.09775 -1.82058 0.0944
H -7.88975 -7.89349 -0.62127 0.1165
H 4.44755 3.26638 -2.78226 0.1169
H -2.35050 1.01576 -1.47856 0.0761
H 4.00445 7.74231 -5.91913 0.1129
H 2.59116 -4.75481 -3.01790 0.1165
H -1.00046 -0.80690 -2.20699 0.1128
H -7.07603 4.20026 0.61031 0.1197
H -7.62974 -6.24314 -1.05070 0.1201
H 4.49180 1.85780 -7.29934 0.0886
H -3.33601 -6.19113 -1.68685 0.1274
H 0.52054 -5.02687 1.35086 0.0902
H 1.87378 -4.66964 -0.60161 0.1000
H -2.01398 1.05780 3.15967 0.1137
H -4.91152 4.38184 -3.70318 0.0779
H -2.81198 0.27206 0.04679 0.1048
H -0.27015 4.52911 -3.74739 0.0787
H 1.73250 5.52064 9.43268 0.0829
H -2.32247 2.99755 0.93542 0.0669
H -2.32873 -4.31927 1.17021 0.0564
H -2.62405 -1.28406 -2.20635 0.1003
H -3.49042 -5.78129 -8.41832 0.1086
H 0.59121 0.81273 -1.81802 0.1137
H 4.10877 5.05123 -6.00398 0.1191
H 3.42006 -4.58599 1.52318 0.1141
H -3.96553 3.02002 -0.47716 0.0674
H 6.72663 0.82029 3.06740 0.0924
H -0.38793 4.45131 7.00814 0.0846
H 7.15001 8.25366 -4.95047 0.0892
H 1.87151 0.19412 0.96363 0.0694
H -6.23788 -6.48748 -10.36032 0.1288
H -0.33051 1.26624 3.64279 0.1123
H -2.00407 6.55664 5.90353 0.1042
H -1.23446 3.03247 2.28207 0.0548
H 1.59943 -8.23707 -0.20148 0.0839
H 5.00085 0.94597 9.45844 0.0829
H -5.10738 2.36341 -7.85518 0.0862
H 7.31977 8.31935 -6.77399 0.0839
H 2.06842 1.65564 1.85896 0.0608
H -2.77009 0.85172 9.91950 0.0706
H -0.17504 -3.10854 -1.79855 0.0862
H -0.22075 -0.01371 -0.05690 0.0640
H 6.70084 -7.23074 -3.83625 0.0924
H 5.90873 1.19569 -6.55687 0.0926
H -0.48917 -0.13763 6.39449 0.1074
H -5.42583 -5.11180 -6.91283 0.1115
H -5.46297 4.53574 1.13245 0.1174
H 5.98473 -4.41071 -3.91908 0.0908
H 4.03841 -4.18494 -2.25372 0.1158
H 1.93712 -2.01989 -3.21205 0.0709
H -1.09009 -4.05233 -0.60022 0.0671
H 2.36004 5.47746 5.37063 0.1258
H 6.65874 1.08222 8.63016 0.0811
H -4.94837 -2.53195 -7.16260 0.1020
H -5.32362 -7.29262 -7.49612 0.1188
H 2.80614 -5.09337 3.80899 0.1212
H -3.40025 -7.61731 0.35488 0.1086
H 4.31014 0.53494 -6.04878 0.0839
H 2.78421 -2.05242 3.16113 0.1200
H -1.23206 3.95307 4.63250 0.0918
H -5.63754 -7.57240 -1.64232 0.1249
H 5.50838 4.55644 -4.43509 0.1058
H 3.72526 5.57994 1.10317 0.0914
H 8.30557 2.74981 5.48856 0.0766
H -5.13553 5.28548 -5.01247 0.0828
H -3.15589 6.16876 3.50361 0.1156
H 7.84799 0.91316 0.86140 0.0801
H -7.10177 -6.11739 -8.83260 0.1136
H 2.07586 1.76222 5.99866 0.1139
H 0.25651 1.99393 8.41909 0.0943
H -2.04546 4.92713 7.65999 0.1174
H 0.50750 4.19495 9.08962 0.0474
H 1.20248 4.32084 3.28246 0.0983
H -2.08957 -6.49326 0.29066 0.0962
H 3.54749 1.83059 -4.13912 0.1060
H -5.39424 0.73368 -7.89473 0.0857
H 9.76217 -8.00829 -2.52069 0.0780
H -5.33813 -5.53430 0.32873 0.1015
H 6.57607 -6.31056 -5.36867 0.1058
H -4.18710 -4.69042 -5.04299 0.0891
H 8.21129 1.10461 4.94989 0.0700
H 3.59518 3.77418 1.23915 0.0763
H 4.95721 -1.63210 2.33838 0.0879
H -1.91210 7.39696 -1.20427 0.0624
H 3.51547 0.83308 1.25256 0.0733
H 0.48740 -8.38967 -1.68647 0.0849
H 2.20441 3.04737 3.37653 0.0967
H -3.11390 -4.13132 2.71051 0.1034
H 0.72644 5.65251 -2.76344 0.0659
H 6.86548 1.67902 5.94018 0.0538
H -6.54212 -8.61816 -11.06506 0.0893
H -1.12968 7.29917 8.03379 0.1166
H -2.35799 1.32401 11.52073 0.0918
H -3.87198 -3.11680 -8.35208 0.1226
H -1.57824 6.04481 3.01041 0.1117
H 7.77049 3.18491 3.55326 0.1272
H -4.78662 -3.06512 -5.04284 0.0769
H -2.00464 -0.91044 2.02249 0.0814
H 2.17224 2.93574 7.35604 0.0982
H -0.10363 4.31065 -2.08787 0.0378
H -2.77318 -0.83792 -4.34929 0.1060
H 2.90965 -6.01898 -0.34722 0.1186
H -5.06863 2.39382 2.76743 0.0656
H -2.48109 0.00090 -6.56935 0.1237
H -0.90977 -2.25234 2.35516 0.0848
H -5.32078 0.90587 -4.21693 0.0847
H 5.19469 -1.38551 4.17114 0.0803
H 3.30191 -1.22088 -3.81810 0.0743
H 5.30108 3.94926 3.78057 0.0458
H 0.66391 4.88424 10.72681 0.0842
H 4.05345 4.03796 6.15621 0.1091
H 6.11076 0.54780 0.61585 0.0720
H 3.40794 -2.04233 -2.21771 0.0895
H -5.27190 -7.85310 0.10595 0.0961
H 6.00312 9.14848 -6.04996 0.0789
H -4.77492 3.93363 3.07267 0.0302
H -7.72874 4.99648 4.15251 0.0715
H -7.41890 -9.86921 -10.17040 0.0875
H 8.95883 -6.19516 -4.75451 0.1035
H 3.73053 0.59695 6.42060 0.1086
H -4.49117 -7.65816 -8.95474 0.1086
H -5.79106 -9.53305 -9.70764 0.0809
H -4.04853 -0.78651 -6.36298 0.0916
H 5.19029 1.53981 3.23494 0.1128
H 1.26716 4.28867 5.58434 0.0836
H 4.05980 -6.40126 -3.55702 0.1197
H -0.07876 0.20303 8.96325 0.1238
H -3.38372 -4.83947 -0.63790 0.0887
H 1.40592 3.10012 -1.32517 0.0900
H -2.85939 4.39368 5.12613 0.1066
H 5.47339 0.03601 7.97535 0.0719
H -5.52367 3.00194 -1.36248 0.0813
H 6.32537 -2.15724 3.32570 0.0870
H -1.69710 -0.19306 10.72754 0.0873
H -2.67048 0.65841 5.35790 0.1175
H -2.08009 2.08828 7.57386 0.1194
H -1.13710 4.32650 1.18668 0.0784
H -0.01393 -7.96597 -0.08367 0.0616
H -7.19701 2.78064 2.70699 0.1332
H 3.06540 0.93889 7.92109 0.1127
H -1.64633 -5.29660 2.44576 0.0883
H 4.22387 -5.27980 -4.94462 0.1217
H -0.37151 7.39784 -1.67286 0.0634
H -3.85848 1.34175 -8.61293 0.0933
H -6.05525 -4.37886 -8.33742 0.1204
H -1.29585 6.94235 -3.39616 0.1357
H -7.55535 -6.49623 2.91912 0.0821
H -6.29391 -7.42872 2.08977 0.0711
H -5.10755 -0.80105 -3.67851 0.0742
H 7.07647 1.67575 -0.39591 0.0824
H 0.46474 6.69808 7.58367 0.1100
H -4.40621 0.42993 -2.78026 0.0496
H -3.45030 5.71820 -2.09646 0.1273
H -7.60253 5.62705 2.57253 0.0672
H 2.97472 4.07880 -3.22379 0.1030
H 3.00583 5.83640 -4.90663 0.1145
H -0.35929 -0.64811 1.88946 0.0585
H -1.96290 2.17830 5.23541 0.0834
H -3.35768 -3.19090 -4.26317 0.0697
H 9.30941 -7.08773 -1.00224 0.0861
H -1.57682 1.21038 -4.52291 0.0773
H 5.10424 3.12986 5.02029 0.0107
H -2.11923 0.34641 7.89673 0.1039
H 1.33611 -4.05906 3.58843 0.1202
H 8.11786 -7.63788 -2.17384 0.0619
H -7.97289 -8.00753 2.25865 0.0773
H -2.61252 4.39736 -2.85236 0.1078
H -6.17756 5.56867 3.59820 0.0672
H -2.99238 1.99712 -4.50434 0.0465
```

No. 2
Molecular formula: C70H52N8PSTl
Method: DFT, ωB97M-V with the def2-TZVPD basis set

Calculated values
total charge = -2
E_tot = -4048.62105 hartree
frontier orbital gap = 0.201 Eh
energy above the lowest of the compared OMol25 structures with the same formula, charge and spin = 0.0 kcal per mole
spin multiplicity = 1
HOMO energy = -1.44 eV

```
133
Properties=species:S:1:pos:R:3:lowdin_charge:R:1
Tl 0.21170 -0.49823 1.40889 1.0182
S -1.92350 -2.79594 2.26431 0.9233
P 0.08065 -0.42898 -2.78193 1.0828
N 0.56343 -2.85758 3.50127 -0.0090
N 0.78898 -2.34069 0.12593 0.0320
N -0.85516 0.17986 3.59875 -0.0668
N 2.45056 0.08105 0.56571 0.0458
N -0.83133 -1.00479 4.08435 -0.0601
N 0.39971 1.72771 1.47786 0.0290
N -1.00037 1.88561 1.78228 -0.0502
N -1.68232 -0.39745 0.09915 0.0348
C 6.31368 -4.39972 -0.15545 -0.0991
C 4.23777 5.84012 1.42411 -0.1034
C 3.35663 3.73172 0.58060 -0.2057
C -3.62911 3.57449 -1.95570 -0.0262
C -1.59957 1.18602 -4.29688 -0.0928
C -2.41841 2.01260 -0.40762 -0.1859
C -0.97283 -3.86562 -4.77634 -0.1132
C 0.01582 1.34392 -6.54230 -0.1039
C 6.60130 -4.82725 1.13199 -0.1169
C -2.17246 -4.54640 -1.42676 -0.0388
C -1.15287 0.70441 6.53842 -0.0353
C -0.38745 -1.89649 3.02024 -0.7582
C -2.15687 2.10428 8.23153 -0.1408
C -1.03333 2.60829 -0.63165 -0.0523
C -1.68221 2.58135 0.76228 -0.2356
C -1.44758 0.96563 7.86673 -0.1139
C 2.46704 2.56077 0.71201 -0.0911
C 1.09752 2.74775 1.03741 -0.1775
C -2.94214 -5.53403 -2.01861 -0.0820
C -1.06367 2.41516 3.12536 -0.1520
C 4.72674 -0.28573 0.71042 -0.0103
C -0.16240 -3.27984 0.19050 -0.3409
C -3.65941 2.70934 -0.87134 -0.1738
C 5.12758 5.92932 0.36107 -0.1263
C -0.91588 -2.55361 -4.33393 -0.0981
C -1.55224 1.58965 5.52398 -0.1560
C -1.73147 4.10566 0.84098 -0.1043
C 4.51727 1.04540 0.74028 -0.0174
C -4.77828 4.24550 -2.36170 -0.0961
C -1.62108 -2.91756 0.39162 -0.4791
C -0.37877 0.51783 -4.30223 -0.3686
C 1.04758 -3.06189 -3.05835 -0.1004
C 3.23339 -2.26947 0.44741 -0.0820
C 5.79328 -4.42176 2.18777 -0.0907
C -2.58048 2.97593 7.23629 -0.1211
C 3.07194 1.26211 0.66203 -0.2340
C -4.04075 -6.05801 -1.34874 -0.1180
C 2.00395 -2.96760 0.24167 -0.2930
C -2.11483 -1.63774 -0.27468 -0.3363
C 3.43380 -0.91979 0.57570 -0.2558
C 0.10563 -2.12675 -3.48374 -0.3562
C -2.48083 0.51465 -0.53386 -0.2564
C -0.71082 4.05522 -0.32835 -0.1029
C 0.41796 -4.56068 0.26961 -0.0483
C 0.98445 -4.37981 -3.49092 -0.0910
C -1.19972 1.34863 4.12836 -0.1857
C 4.70678 -3.59189 1.95839 -0.0174
C 4.41785 -3.15354 0.66876 -0.2133
C -3.17136 -1.52984 -1.16380 -0.0526
C 4.24950 3.85479 -0.49171 -0.0526
C 0.40935 4.08111 0.81119 -0.0796
C -4.35982 -5.57321 -0.09016 -0.0988
C -5.96976 4.05476 -1.68077 -0.1180
C -0.85124 3.74243 3.19085 0.0045
C -6.00695 3.18598 -0.59344 -0.0909
C -2.28617 2.72208 5.90655 -0.0570
C -3.58706 -4.57870 0.49914 -0.0616
C 3.37886 4.75821 1.53499 -0.0467
C -2.01501 1.92306 -5.40060 -0.0930
C -0.01914 -4.78580 -4.35831 -0.1220
C 5.22282 -3.56890 -0.38375 -0.0316
C 1.88860 -0.07131 -2.73722 -0.2641
C -3.40269 -0.14741 -1.33066 -0.0770
C -1.20926 2.00272 -6.52521 -0.1131
C -0.69221 4.48489 1.88608 -0.1686
C -2.47778 -4.06067 -0.15613 -0.2338
C -4.86215 2.51929 -0.19344 -0.0190
C 1.79618 -4.36012 0.29457 -0.0398
C 5.12694 4.92237 -0.59578 -0.1054
C 0.42334 0.60988 -5.43998 -0.0952
H 1.81279 -2.77684 -2.34817 0.0867
H -2.69277 3.71318 -2.48313 0.1130
H 0.17541 -3.33783 4.30904 0.0580
H -0.60064 4.82309 -1.10029 0.1263
H -1.32432 -4.13581 -1.95836 0.0985
H -0.06948 -5.81547 -4.69196 0.0916
H 7.44928 -5.47681 1.31331 0.0879
H 5.26156 1.81655 0.84693 0.0976
H -3.15100 3.86080 7.49742 0.0864
H 2.29316 -0.44441 -1.79803 0.0067
H -4.64265 -6.83552 -1.80537 0.0853
H 4.99007 -3.23206 -1.38671 0.1184
H 0.74179 -3.54583 2.77609 0.0388
H -3.72245 -2.33677 -1.61877 0.0954
H -4.88177 1.83563 0.64623 0.1312
H 1.71510 -5.09198 -3.12766 0.1000
H 5.67334 -0.80120 0.75568 0.1057
H -1.68185 -1.85123 -4.64225 0.1028
H 1.14430 4.85581 0.62627 0.1177
H -2.38141 2.30505 9.27261 0.0792
H 5.80687 4.97370 -1.43879 0.0911
H 4.22383 6.61068 2.18686 0.0919
H -3.85282 -4.20099 1.47610 0.0641
H -2.63365 3.40170 5.13880 0.0957
H 6.93622 -4.71207 -0.98521 0.0916
H -0.11182 -5.49865 0.31839 0.1044
H 2.56617 -5.11456 0.35356 0.0993
H -6.86659 4.57682 -1.99181 0.0866
H -0.27967 1.89385 -0.93633 0.1190
H 4.06330 -3.27652 2.77063 0.1264
H -0.64744 5.56273 2.05529 0.1323
H -2.68025 -5.88928 -3.00856 0.0892
H 6.00962 -4.75446 3.19576 0.0944
H -1.53056 2.57426 -7.38809 0.0894
H 2.01899 1.01309 -2.73399 0.0437
H 2.44067 -0.50678 -3.57309 0.0340
H -4.73751 4.92049 -3.20857 0.0913
H -2.96852 2.43699 -5.37272 0.0954
H -4.18161 0.31275 -1.92034 0.0955
H -2.70169 4.59989 0.80871 0.1445
H -6.93530 3.02770 -0.05777 0.0938
H -1.11430 0.27050 8.62941 0.0883
H 5.81476 6.76290 0.28487 0.0839
H -5.21939 -5.96415 0.44134 0.0901
H -0.78003 4.26951 4.13391 0.0901
H 0.65185 1.40320 -7.41763 0.0910
H -0.62057 -0.19245 6.25837 0.0849
H 2.72500 4.68041 2.39602 0.1200
H 1.37718 0.09648 -5.46546 0.0965
H -2.22298 1.12042 -3.41235 0.0795
H 4.23809 3.09174 -1.26079 0.1141
H -1.77616 -4.17499 -5.43470 0.0952
```